No. 1
A single CH3IN2 molecule in a non-equilibrium geometry. Source: the Open Molecules 2025 dataset; level of theory: wB97M-V/def2-TZVPD.

The value obtained for the total energy is -446.98453 a.u. The calculation puts the LUMO energy at 0.429 eV. The orbital gap is 8.181 eV. Its maximum force is 3.78 eV/Å.

Each line ends with the natural charge from an NBO analysis.
Cartesian coordinates (Å):
1 C 0.4773 0.4130 0.3539  -0.270
2 N -1.3031 -0.4979 -0.6672  -0.618
3 N -0.0786 -0.5380 -0.2959  -0.224
4 I 2.4992 0.5217 0.7807  0.120
5 H -0.1244 1.1307 0.9745  0.222
6 H -2.0198 0.2854 -0.4682  0.356
7 H 0.5494 -1.3148 -0.6780  0.415

=====

No. 2
A molecular structure, C10H12CuF3 in a non-equilibrium geometry. Source: the Open Molecules 2025 dataset; level of theory: wB97M-V/def2-TZVPD.

The value obtained for the total energy is -2327.98609 a.u. The calculation puts the LUMO energy (alpha / beta) at -4.496 / -7.624 eV. Its total charge is +1. The orbital gap (alpha / beta) is 8.976 / 5.841 eV. Its maximum force is 4.12 eV/Å. Its multiplicity is 2.

Each line ends with the Mulliken spin population.
Cartesian coordinates (Å):
1 Cu -0.4075 -1.6098 1.0167  0.650
2 C 2.2586 -1.7290 -0.6033  0.003
3 C 1.1115 -0.7890 -0.8610  -0.020
4 C -0.2484 -1.2332 -0.8199  0.020
5 C -1.2734 -0.2575 -0.8935  -0.021
6 C -2.7150 -0.6526 -0.8200  0.005
7 C -0.9667 1.0996 -0.7772  0.007
8 C 0.3674 1.5612 -0.7353  0.009
9 C 0.7210 2.9341 -0.2009  -0.002
10 C 1.3999 0.5718 -0.8544  0.003
11 H 3.0707 -1.5440 -1.3123  -0.001
12 H 1.9377 -2.7742 -0.6270  -0.002
13 H 2.7122 -1.5137 0.3741  0.002
14 H -0.5056 -2.2352 -1.0948  0.016
15 H -3.1882 -0.2190 0.0646  0.002
16 H -2.7976 -1.7311 -0.9048  -0.002
17 H -3.2629 -0.2152 -1.6720  0.000
18 H -1.7406 1.8613 -0.7025  0.001
19 H -0.1711 3.4009 0.2552  0.000
20 H 1.0686 3.6727 -0.9417  0.001
21 H 1.5027 2.8437 0.5750  0.001
22 H 2.4684 0.8609 -0.8174  0.001
23 F -1.6207 -0.5052 3.2661  0.054
24 C -0.3560 -0.7311 2.7240  0.157
25 F 0.3461 -1.5005 3.6993  0.078
26 F 0.2889 0.4339 2.6630  0.037

=====

No. 3
A gas-phase ion, C20H33BN3O3 (charge +1) in a non-equilibrium geometry. Source: the Open Molecules 2025 dataset; level of theory: wB97M-V/def2-TZVPD.

The value obtained for the total energy is -1196.23299 a.u. The calculation puts the LUMO energy at -3.384 eV. Its total charge is +1. The orbital gap is 7.496 eV. Its maximum force is 6.95 eV/Å. Its structure (SMILES) is CCCOCc1c(CCc2ccccc2)n(CCOCC)c(N)[n+]1B(C)O.

Each line ends with the natural charge from an NBO analysis.
Cartesian coordinates (Å):
1 C 2.5118 1.3415 3.1034  -0.630
2 C 0.9336 1.5711 2.7483  -0.428
3 C 0.6473 3.0835 2.2332  -0.102
4 O -0.5526 3.2021 1.4224  -0.540
5 C -0.2084 3.5350 0.0349  -0.100
6 C 0.5188 2.2128 -0.5494  0.167
7 C -0.2529 0.8709 -0.6526  0.184
8 C -1.7518 0.4823 -0.2742  -0.464
9 C -2.0100 0.2476 1.3075  -0.433
10 C -3.3059 -0.7229 1.3987  -0.034
11 C -4.7705 -0.2493 1.1979  -0.242
12 C -5.9281 -1.3091 1.3561  -0.201
13 C -5.6276 -2.8267 1.6637  -0.219
14 C -4.1490 -3.2919 1.8554  -0.210
15 C -3.0291 -2.2260 1.7029  -0.249
16 N 0.7710 -0.0366 -1.1694  -0.344
17 C 0.7573 -1.4975 -1.4789  -0.266
18 C -0.5479 -2.0131 -2.2644  -0.078
19 O -0.2885 -3.2917 -2.9163  -0.524
20 C 0.1273 -4.2973 -1.9617  -0.091
21 C 1.7204 -4.6546 -2.0570  -0.648
22 C 1.9956 0.6968 -1.3674  0.585
23 N 3.3266 0.2579 -1.8400  -0.830
24 N 1.9039 2.1110 -0.9928  -0.637
25 B 3.0173 3.1276 -1.0448  1.210
26 C 3.7786 3.3499 -2.4720  -1.034
27 O 3.4838 3.8923 0.0918  -0.911
28 H 2.7926 1.7755 4.1215  0.226
29 H 3.1846 1.8179 2.3101  0.204
30 H 2.7469 0.2137 3.1154  0.216
31 H 0.3653 1.3464 3.7228  0.226
32 H 0.6974 0.8254 1.9154  0.191
33 H 1.5878 3.4710 1.7106  0.188
34 H 0.5364 3.7158 3.1993  0.209
35 H -1.1869 3.7017 -0.5263  0.235
36 H 0.4913 4.4530 0.0344  0.200
37 H -2.4046 1.3948 -0.5670  0.251
38 H -2.1815 -0.4040 -0.8497  0.260
39 H -2.3444 1.2704 1.7312  0.252
40 H -1.1240 -0.1931 1.8729  0.233
41 H -5.0197 0.8434 0.9479  0.234
42 H -7.0375 -1.0231 1.2475  0.239
43 H -6.4379 -3.6166 1.7962  0.240
44 H -3.8318 -4.3604 2.0963  0.237
45 H -1.9291 -2.5621 1.8171  0.211
46 H 1.6674 -1.6983 -2.1665  0.234
47 H 0.9664 -2.1077 -0.5166  0.237
48 H -0.9585 -1.2184 -2.9728  0.221
49 H -1.3610 -2.2405 -1.4677  0.191
50 H -0.4156 -5.2883 -2.1735  0.210
51 H -0.0903 -4.0385 -0.8659  0.170
52 H 2.2548 -3.9098 -1.3574  0.182
53 H 2.1004 -4.4486 -3.1192  0.230
54 H 1.9206 -5.7371 -1.7184  0.239
55 H 3.1602 -0.1565 -2.7699  0.398
56 H 3.7228 -0.4653 -1.2012  0.405
57 H 3.0790 3.0557 -3.3278  0.239
58 H 4.0681 4.4506 -2.5884  0.259
59 H 4.7667 2.7555 -2.4627  0.286
60 H 3.1428 4.8121 -0.0627  0.515

=====

No. 4
A single C3H4N2O2 molecule in a non-equilibrium geometry. Source: the Open Molecules 2025 dataset; level of theory: wB97M-V/def2-TZVPD.

The value obtained for the total energy is -376.66194 a.u. The calculation puts the LUMO energy at 0.889 eV. The orbital gap is 9.170 eV. Its maximum force is 2.94 eV/Å. Its structure (SMILES) is Nc1coc(O)n1.

Each line ends with the natural charge from an NBO analysis.
Cartesian coordinates (Å):
1 N 1.1769 0.9223 -1.2279  -0.796
2 C 0.4363 0.1120 -0.3872  0.285
3 C 0.5147 -1.2069 -0.0882  -0.100
4 O -0.4443 -1.4869 0.9245  -0.397
5 C -0.9976 -0.3158 1.1076  0.782
6 O -1.9431 0.1322 1.9018  -0.638
7 N -0.5425 0.6610 0.3768  -0.638
8 H 0.6498 1.6954 -1.6141  0.388
9 H 1.6736 0.4243 -1.9488  0.380
10 H 1.1321 -2.0190 -0.4147  0.210
11 H -1.6846 1.0419 1.3963  0.524